No. 1
C37H43N6O2PPdS | ωB97M-V/def2-TZVPD

XYZ file:
```
91
Properties=species:S:1:pos:R:3:forces:R:3
Pd -0.984505 -0.114409 0.721577 -0.353 -0.193 0.185
N -1.404766 -3.498839 3.509406 0.029 -0.049 -0.009
C -1.249882 -2.285143 2.778000 -0.033 -0.001 0.101
S -1.312559 -2.419680 1.029710 0.183 0.108 0.025
N -1.119489 -1.201075 3.441656 -0.030 -0.125 -0.240
N -0.821465 -0.081975 2.682487 0.018 0.073 0.068
C -1.181775 1.159065 3.260065 -0.041 -0.151 0.118
C -1.242893 1.333973 4.708450 0.069 0.021 -0.088
C -2.140549 2.240079 5.290068 -0.108 0.104 0.029
C -2.181129 2.460034 6.658211 -0.016 0.002 -0.011
C -1.337892 1.761129 7.512023 0.011 0.005 0.008
C -0.458320 0.835270 6.957280 0.005 -0.018 0.022
C -0.413592 0.622220 5.591900 0.054 -0.072 0.022
C -1.286900 2.208459 2.383928 -0.002 0.328 -0.126
C -1.238727 3.625754 2.695276 0.021 -0.216 0.155
C -1.332701 4.557551 1.720633 0.003 0.115 -0.185
C -1.451731 4.169985 0.349030 -0.010 0.023 0.137
C -1.381189 2.826168 0.086673 0.030 -0.066 0.026
N -1.299526 1.872800 1.019207 0.145 0.118 -0.139
H -1.043760 -4.273325 2.967444 -0.007 0.026 0.016
H -0.913626 -3.428309 4.391941 -0.027 -0.003 -0.018
H -2.833637 2.765719 4.644322 0.009 -0.020 0.021
H -2.896300 3.171288 7.058479 -0.001 0.004 0.021
H -1.372854 1.922606 8.582988 0.000 0.001 0.022
H 0.205605 0.265814 7.599728 -0.001 0.008 0.021
H 0.262319 -0.114624 5.185835 0.009 0.003 -0.002
H -1.074624 3.928472 3.722402 -0.019 -0.009 -0.045
H -1.267357 5.608936 1.985638 -0.021 0.012 -0.012
H -1.541196 4.885516 -0.455330 0.004 0.031 -0.005
H -1.382470 2.457648 -0.933164 -0.001 0.022 -0.020
O 1.047815 1.033733 -1.842788 0.077 0.036 -0.027
C 0.067088 0.401740 -2.191529 0.060 0.011 0.151
N -0.141884 0.031956 -3.522498 0.174 0.027 -0.038
C -1.479697 -0.454559 -3.703522 -0.132 -0.007 -0.084
C -1.921557 -0.573896 -2.201713 0.043 -0.030 -0.103
O -2.991158 -1.059347 -1.888253 -0.073 -0.028 0.065
N -0.961077 -0.055272 -1.409844 -0.136 -0.127 0.031
C -2.390547 0.523503 -4.460903 0.058 -0.086 0.066
C -1.859537 1.386669 -5.413303 -0.036 0.030 -0.060
C -2.675744 2.241708 -6.141622 0.006 -0.042 0.043
C -4.044285 2.245302 -5.923726 -0.055 0.035 -0.019
C -4.583942 1.388716 -4.974217 0.038 -0.017 0.007
C -3.767976 0.530901 -4.251633 0.003 0.078 -0.048
C -1.518565 -1.804371 -4.422633 0.044 0.082 0.032
C -0.432359 -2.208583 -5.190045 0.009 -0.078 0.001
C -0.461225 -3.407220 -5.890646 -0.035 0.024 0.037
C -1.580424 -4.222188 -5.824523 0.001 -0.057 -0.037
C -2.664430 -3.829692 -5.051243 -0.003 0.027 0.024
C -2.639342 -2.628693 -4.358829 0.035 0.007 -0.060
H 0.341451 0.591547 -4.203325 -0.062 0.031 0.018
H -0.794710 1.407532 -5.605287 0.010 -0.009 -0.001
H -2.235112 2.907436 -6.873910 -0.008 0.006 -0.003
H -4.684950 2.917528 -6.482025 0.001 -0.003 0.001
H -5.649597 1.390682 -4.780550 -0.010 0.019 -0.015
H -4.185652 -0.115651 -3.493600 -0.001 -0.026 0.029
H 0.458495 -1.596894 -5.213488 0.018 0.031 0.006
H 0.400277 -3.707582 -6.474628 0.005 -0.008 -0.012
H -1.603437 -5.164004 -6.360539 -0.002 0.006 0.006
H -3.535741 -4.467920 -4.972214 -0.008 -0.020 -0.012
H -3.467748 -2.336817 -3.731457 -0.038 -0.001 0.021
C 4.659060 1.253853 1.139367 0.051 0.024 0.024
C 3.215622 1.198025 0.641951 0.031 0.059 -0.001
C 2.392291 2.306419 1.307376 -0.057 0.062 0.015
P 2.308068 -0.431434 0.750096 -0.016 0.072 -0.215
C 3.000706 -1.306546 -0.748613 0.068 0.031 -0.071
C 2.115241 -2.499400 -1.129070 -0.048 -0.003 0.030
C 4.479109 -1.697034 -0.765999 -0.002 -0.059 0.017
C 3.098968 -1.268052 2.199927 0.067 -0.025 0.059
C 2.631533 -2.723231 2.256444 0.022 -0.015 0.019
C 2.615354 -0.534221 3.452013 0.053 -0.002 0.045
H 5.101794 2.229218 0.911123 0.002 0.044 -0.002
H 5.303479 0.488180 0.706601 -0.044 0.007 -0.015
H 4.695440 1.134715 2.224694 0.013 -0.007 0.022
H 3.196233 1.400902 -0.433780 0.005 -0.054 -0.001
H 2.542252 2.317658 2.389863 -0.028 -0.014 0.014
H 1.323410 2.190662 1.127341 0.002 -0.044 -0.064
H 2.689645 3.285944 0.921158 0.047 0.037 0.034
H 2.841388 -0.541217 -1.515057 -0.026 -0.027 0.004
H 2.368831 -3.389205 -0.549433 -0.007 -0.013 0.026
H 2.256651 -2.745949 -2.185509 -0.010 -0.033 -0.046
H 1.054626 -2.298689 -0.952713 0.079 0.041 -0.022
H 4.763824 -2.250969 0.132487 -0.006 -0.026 0.015
H 5.136597 -0.831055 -0.844363 -0.022 0.018 0.010
H 4.691314 -2.344672 -1.623646 0.002 -0.010 -0.045
H 4.194656 -1.234108 2.149656 -0.003 -0.035 0.022
H 1.549507 -2.787025 2.116057 -0.060 0.020 -0.005
H 2.871736 -3.158077 3.231872 0.026 -0.029 0.020
H 3.102400 -3.337640 1.488312 0.025 -0.010 -0.021
H 1.526590 -0.463069 3.437471 -0.099 -0.008 -0.007
H 3.005496 0.482301 3.518169 0.018 0.001 -0.004
H 2.921268 -1.073637 4.354846 0.013 0.001 0.024
```
Positions in Å, forces in eV/Å.

Summary:
DFT total energy ... -2782.275602 a.u.
Total charge ... -2
Highest occupied orbital energy ... 0.590 eV
Kohn-Sham gap ... 3.61 eV

Here are the Löwdin charges for atoms 1 to 6, given in e: 0.683 -0.008 -0.923 0.482 -0.037 -0.208


No. 2
C37H43O2RuSi | ωB97M-V/def2-TZVPD

XYZ file:
```
84
Properties=species:S:1:pos:R:3:forces:R:3
O -0.558253 -0.481751 -5.714919 -0.237 0.288 -2.191
C -0.388107 0.753118 -6.477149 -0.039 0.468 0.465
C -0.178092 0.041919 -7.806504 -0.138 -0.155 0.603
H 0.497594 1.318172 -6.149734 -0.389 -0.091 0.148
H -1.304513 1.360844 -6.418097 0.387 0.020 0.036
C -0.298219 -1.232696 -6.941760 -0.021 -0.416 -0.749
H 0.807475 0.187273 -8.255183 -0.334 0.042 -0.131
H -1.014015 0.198675 -8.490736 0.362 -0.123 -0.164
C 1.004684 -1.981166 -6.786393 0.055 -0.126 -0.034
H 1.803800 -1.288203 -6.496603 -0.158 -0.175 0.010
H 1.281968 -2.463333 -7.731700 -0.035 0.004 0.202
H 0.889623 -2.742781 -6.006428 0.154 0.045 -0.125
C -1.457996 -2.123238 -7.364771 0.094 -0.029 0.228
H -2.386388 -1.545373 -7.482590 0.276 -0.157 0.138
H -1.605554 -2.915633 -6.621986 -0.117 0.062 -0.142
H -1.223356 -2.588546 -8.332376 -0.043 0.083 0.244
Ru -0.369808 -0.725491 0.914794 0.989 2.564 -1.340
C -2.256163 -1.107088 1.666429 -2.203 0.619 -0.090
C -2.225064 0.332285 1.381530 0.064 -0.782 0.491
C -2.458573 0.493575 -0.023558 -0.681 -0.785 -0.147
H -2.209865 1.122343 2.130100 -0.017 -0.243 -0.305
C -2.745024 -0.791052 -0.580877 0.085 0.638 0.227
C -2.638023 -1.766076 0.437439 -0.646 0.149 0.343
H -2.829209 -2.836853 0.338352 0.179 0.474 -0.051
H -2.245868 -1.535772 2.665927 -0.126 0.051 -0.277
H -2.479799 1.451697 -0.537952 0.036 -0.305 0.057
H -3.045744 -0.978681 -1.612356 0.262 0.021 0.367
C 1.010235 -2.155391 1.639228 0.321 -1.220 -0.005
C -0.023985 -2.893490 0.956008 1.387 -1.081 0.079
C 0.156702 -2.693095 -0.452967 0.436 0.020 0.460
H -0.742308 -3.547521 1.441078 0.232 0.146 -0.187
C 1.284885 -1.838953 -0.643673 0.111 -0.101 0.461
C 1.770079 -1.438024 0.635362 -0.116 -0.886 -0.216
H 2.614861 -0.791698 0.840559 -0.155 -0.192 -0.076
H 1.226470 -2.216763 2.700346 0.171 0.039 -0.347
H -0.454722 -3.124841 -1.241428 0.144 0.171 0.208
H 1.715369 -1.525458 -1.591071 -0.167 -0.062 0.242
O 1.214403 0.024977 -3.788073 -1.240 1.021 0.675
C -0.042647 -0.451598 -3.256871 0.517 -0.314 0.911
C -1.072953 0.658957 -3.331597 0.301 -0.006 -0.850
H 0.102265 -0.673383 -2.180602 -0.109 0.142 -0.357
H -0.321974 -1.375240 -3.764785 0.098 0.200 0.083
C -0.209478 1.907752 -3.149705 0.026 -0.004 0.533
H -1.852526 0.536787 -2.584545 0.062 0.136 -0.062
H -1.513052 0.645177 -4.327851 -0.219 0.083 0.393
C 1.220801 1.453980 -3.493103 0.636 -0.225 0.074
H -0.207653 2.206918 -2.090523 -0.148 0.139 -0.265
H -0.552847 2.752325 -3.751216 0.090 -0.102 0.089
H 1.864604 1.622578 -2.609963 -0.041 -0.051 -0.388
H 1.654771 2.007389 -4.343229 -0.130 -0.417 0.280
C -0.217719 4.947576 3.255605 0.012 -0.248 -0.073
C -0.290685 4.315170 2.007864 0.056 0.007 -0.010
C -0.172651 2.924376 1.912910 -0.094 0.470 0.593
C -0.021320 2.164111 3.080983 0.087 -0.252 -0.650
C 0.087748 2.795915 4.327626 -0.031 0.460 -0.162
C -0.011870 4.188711 4.413756 -0.013 -0.237 -0.127
Si 0.276816 0.302896 3.020820 0.018 0.751 1.945
C 2.066134 0.233731 3.601527 -0.012 -0.108 -0.568
C 3.048776 0.760675 2.745793 0.554 -0.296 0.414
C 4.393946 0.758209 3.132027 -0.145 0.063 -0.058
C 4.758246 0.293508 4.402716 -0.248 -0.055 0.005
C 3.770584 -0.169784 5.280091 -0.025 0.092 -0.158
C 2.426818 -0.203541 4.880295 0.479 -0.058 -0.042
C -0.749901 -0.460493 4.431939 0.114 -0.048 -0.689
C -0.478426 -1.759222 4.891811 -0.535 0.064 0.396
C -1.243557 -2.313256 5.924015 0.109 0.055 -0.169
C -2.281741 -1.578327 6.503750 0.013 0.108 -0.138
C -2.571837 -0.298022 6.024962 0.095 -0.014 -0.112
C -1.813805 0.259894 4.988939 -0.163 -0.415 0.244
H -0.312088 6.033503 3.328242 0.041 -0.371 -0.063
H -0.434507 4.902000 1.098694 0.068 -0.083 0.304
H -0.195652 2.433526 0.933689 -0.081 0.192 0.256
H 0.259222 2.206805 5.234667 -0.068 0.219 -0.324
H 0.074895 4.669657 5.390182 -0.055 -0.076 -0.341
H 2.768833 1.163561 1.766630 0.116 -0.061 0.300
H 5.157679 1.115223 2.434218 -0.256 -0.057 0.330
H 5.809832 0.299751 4.710362 -0.465 -0.009 -0.141
H 4.040414 -0.518045 6.279928 -0.046 0.142 -0.332
H 1.666972 -0.570235 5.573309 0.290 0.101 -0.207
H 0.333366 -2.348028 4.461282 -0.214 0.134 0.202
H -1.026982 -3.325600 6.263580 -0.059 0.254 0.007
H -2.870054 -2.005397 7.321604 0.224 0.152 -0.345
H -3.397345 0.275933 6.443282 0.186 -0.166 -0.009
H -2.058993 1.257695 4.618659 0.082 -0.288 0.171
```
Positions in Å, forces in eV/Å.

Summary:
DFT total energy ... -1970.125908 a.u.
Expectation value of S² ... 6.03
Total charge ... +1
Spin multiplicity ... 5
Highest occupied orbital energy (spin up / spin down) ... -10.073 / -11.387 eV
Kohn-Sham gap (spin up / spin down) ... 7.20 / 5.94 eV

Here are the Löwdin charges for atoms 1 to 6, given in e: -0.169 -0.148 -0.062 0.114 0.126 -0.563